(1)
Molecular formula: C39H49Br2N4OSSbSi3Ti
Method: DFT, ωB97M-V/def2-TZVPD

Element x y z (Å)
Ti: -0.72039 -0.61738 -0.70209
C: 3.39421 -3.38917 1.14576
C: 2.66851 -4.05501 0.01435
C: 3.13012 -5.29915 -0.48361
C: 2.48715 -5.89152 -1.52509
C: 1.36107 -5.25476 -2.09773
C: 0.61653 -5.77215 -3.19092
Br: 1.09053 -7.41749 -3.97410
C: -0.45263 -5.09470 -3.70307
C: -0.81929 -3.86117 -3.14023
Br: -2.27172 -2.91932 -3.89624
C: -0.13681 -3.32958 -2.07996
O: -0.45801 -2.13166 -1.55131
C: 0.97645 -4.02173 -1.53092
N: 1.62707 -3.43751 -0.49243
H: 3.89947 -4.11585 1.77893
H: 2.69524 -2.81285 1.75086
H: 4.15145 -2.70636 0.75351
H: 3.99322 -5.76663 -0.02984
H: 2.82452 -6.83849 -1.92225
H: -1.01307 -5.49279 -4.53615
C: 2.35707 0.01348 -0.15411
Sb: 1.32295 1.91695 -0.50262
C: -0.03751 0.84673 -1.86384
C: -1.45064 1.20310 -2.14814
C: -1.95652 2.26247 -2.89576
C: -3.30875 2.30176 -3.16603
C: -4.14735 1.28296 -2.70871
C: -3.59752 0.25689 -1.98103
N: -2.28712 0.23489 -1.70397
Si: 0.98244 0.57720 -3.52458
C: 1.93339 -1.02265 -3.55329
C: -0.19877 0.65872 -4.96846
C: 2.21748 1.97184 -3.70519
C: 0.41278 2.29589 1.45961
C: -0.79085 1.52612 1.87386
C: -1.23875 1.60520 3.20029
C: -2.48433 1.13990 3.56015
C: -3.30794 0.60746 2.57639
C: -2.78433 0.47891 1.31356
N: -1.54055 0.86299 0.95612
Si: 1.87413 2.42858 2.72760
C: 1.61074 3.70026 4.07797
C: 2.20768 0.82998 3.65627
C: 3.45228 2.87667 1.81666
Si: -0.26883 4.12628 1.21421
C: -1.36317 4.67085 2.62451
C: -1.35034 4.14576 -0.31289
C: 1.13072 5.32745 0.91022
H: 3.26835 0.10115 -0.74718
H: 1.86873 -0.91467 -0.47376
H: 2.65716 -0.07359 0.88666
H: -1.28552 3.02092 -3.27292
H: -3.71984 3.11597 -3.74840
H: -5.20477 1.28716 -2.92871
H: -4.19303 -0.57217 -1.61926
H: 1.33955 -1.89954 -3.30926
H: 2.80356 -1.00246 -2.89454
H: 2.30455 -1.15989 -4.57240
H: -1.18340 0.22683 -4.79370
H: 0.25500 0.09227 -5.78568
H: -0.32603 1.68629 -5.31313
H: 3.06124 1.90916 -3.01540
H: 1.76117 2.95803 -3.59671
H: 2.62862 1.90850 -4.71690
H: -0.61298 2.09126 3.93403
H: -2.82569 1.22368 4.58393
H: -4.31430 0.27561 2.78660
H: -3.38323 0.01818 0.54139
H: 0.84692 3.40779 4.80105
H: 1.38035 4.70613 3.73248
H: 2.55438 3.75702 4.62774
H: 1.31637 0.37101 4.08644
H: 2.85969 1.09863 4.49187
H: 2.75522 0.08676 3.07462
H: 3.38121 3.77846 1.20864
H: 3.84493 2.07149 1.19079
H: 4.20988 3.06555 2.58251
H: -2.33448 4.17510 2.57789
H: -1.54152 5.74168 2.49175
H: -0.95287 4.53247 3.62358
H: -2.08552 3.33957 -0.31448
H: -0.76867 4.09900 -1.23619
H: -1.89658 5.09253 -0.32986
H: 1.81378 5.45959 1.74696
H: 0.66919 6.29916 0.71256
H: 1.71448 5.06428 0.02599
S: -0.06803 -2.32733 3.63313
C: 0.41292 -1.61010 2.16572
N: -0.44026 -1.66256 1.19040
C: -1.58412 -2.37249 1.56792
C: -2.66226 -2.70404 0.74166
C: -3.72967 -3.37669 1.29647
C: -3.73191 -3.73726 2.65091
C: -2.65318 -3.45860 3.46364
C: -1.57458 -2.77833 2.90251
H: 1.37011 -1.12741 2.07683
H: -2.64787 -2.48881 -0.32340
H: -4.56954 -3.65357 0.67361
H: -4.58089 -4.26945 3.05728
H: -2.63867 -3.77368 4.49811

Energy: -253444.813 eV
Maximum force: 0.48 eV Å⁻¹
Lowest unoccupied orbital energy: -0.221 hartree
Total charge: +2
HOMO level: -12.86 eV
Orbital gap: 6.854 eV

Here are the Löwdin charges for atoms 1 to 2, given in e:
1. Ti 1.014
2. C -0.010

=====

(2)
Molecular formula: C39H49ClF21N6O3S3
Method: DFT, ωB97M-V/def2-TZVPD

Element x y z (Å)
C: 3.58641 -3.09747 -1.95994
C: 2.82954 -3.01687 -1.04172
C: 1.91452 -2.89950 0.09153
C: 1.69842 -1.46395 0.45670
N: 0.92031 -0.60726 -0.15137
S: -0.06574 -1.01764 -1.51655
O: -0.75370 0.14485 -1.94362
O: 0.70865 -1.71725 -2.47407
C: -1.37299 -2.12725 -0.73244
F: -1.03231 -2.42765 0.52505
F: -2.49794 -1.41782 -0.70150
C: -1.63404 -3.43524 -1.53315
F: -0.48079 -4.07315 -1.78655
F: -2.35214 -4.20860 -0.68905
C: -2.48381 -3.27776 -2.82874
F: -3.78057 -3.19451 -2.51046
F: -2.10284 -2.19781 -3.53217
C: -2.30365 -4.53115 -3.76429
F: -2.22429 -5.65497 -3.04808
F: -3.38854 -4.61577 -4.53950
F: -1.23553 -4.39352 -4.53331
C: 0.90833 0.72278 0.55239
O: -0.22467 0.61337 1.40100
S: 0.52017 2.16304 -0.51733
C: 2.17487 0.73594 1.43536
C: 3.52457 1.08087 0.76234
C: 3.70973 2.42821 0.02708
C: 3.80821 2.21103 -1.48638
C: 4.26058 3.47913 -2.19346
C: 4.43832 3.33020 -3.69316
F: 5.04525 2.11559 -3.91493
F: 5.27723 4.25426 -4.19618
C: 3.16264 3.24246 -4.58609
F: 2.51006 2.10748 -4.28888
F: 3.54812 3.15661 -5.86105
S: 1.90746 4.66064 -4.44801
F: 1.47294 4.09385 -3.02307
F: 0.81877 3.74741 -5.14805
F: 2.29744 5.24829 -5.85516
F: 2.97651 5.61357 -3.77329
F: 0.82969 5.78912 -4.28092
C: 1.98383 1.35022 2.82845
C: 2.30792 2.84650 2.97800
C: 3.75896 3.10144 3.23621
F: 4.40421 2.17108 3.97156
C: 4.42951 4.15329 2.78393
F: 3.84374 5.29443 2.47619
F: 5.72627 4.17739 2.56421
C: 2.33666 -0.84740 1.65907
Cl: 1.16434 -1.53160 2.88775
C: 3.71458 -1.38681 2.12406
C: 4.74273 -1.83514 1.10612
N: 5.64732 -1.07479 0.66815
H: 4.28594 -3.05752 -2.75931
H: 0.99541 -3.44255 -0.11187
H: 2.36333 -3.38399 0.95749
H: -0.91990 1.18387 1.04070
H: 0.63333 3.07071 0.46492
H: 4.28461 1.02637 1.52995
H: 3.71292 0.31897 0.01137
H: 2.94579 3.16325 0.25920
H: 4.66695 2.85287 0.32804
H: 4.55138 1.42865 -1.63448
H: 2.86826 1.83027 -1.87727
H: 5.25293 3.73692 -1.81932
H: 3.62194 4.31813 -1.94059
H: 2.65517 0.80712 3.48946
H: 0.98500 1.19371 3.20903
H: 1.72616 3.19192 3.83764
H: 1.94967 3.44033 2.14293
H: 4.17066 -0.61639 2.74241
H: 3.54477 -2.22867 2.78700
H: 4.70845 -2.88425 0.81344
H: 6.26683 -1.57782 0.03524
C: -0.62623 8.28699 2.34482
C: -0.08246 7.36021 3.42113
C: 0.49570 6.06158 2.84560
C: -0.52152 5.29587 2.11769
N: -1.32023 4.71267 1.53239
H: -1.45166 7.82080 1.81496
H: -1.00564 9.20504 2.79003
H: 0.15271 8.55559 1.62525
H: -0.87828 7.11944 4.12829
H: 0.70434 7.86459 3.98472
H: 0.88820 5.43030 3.64415
H: 1.31438 6.28333 2.15786
C: -5.34223 -5.47672 -1.02821
C: -4.57696 -6.78879 -1.11527
C: -5.40627 -8.02141 -0.73986
C: -5.89514 -7.91837 0.63601
N: -6.24580 -7.83717 1.72510
H: -5.67369 -5.27531 -0.00838
H: -4.67521 -4.67963 -1.32986
H: -6.21735 -5.46350 -1.67997
H: -3.71710 -6.71747 -0.44825
H: -4.19332 -6.92538 -2.12685
H: -4.80570 -8.92879 -0.81849
H: -6.26040 -8.12860 -1.40971
C: -5.43613 4.59481 1.01329
C: -6.35893 5.79322 1.20375
C: -5.70201 7.11681 0.79478
C: -4.50824 7.38446 1.59661
N: -3.57363 7.59501 2.22764
H: -4.54482 4.67311 1.63763
H: -5.94968 3.67235 1.28446
H: -5.11395 4.50842 -0.02622
H: -6.67155 5.85263 2.24752
H: -7.26249 5.65844 0.60753
H: -6.39369 7.94889 0.92813
H: -5.41017 7.08925 -0.25630
C: -0.95529 -9.92713 0.05981
C: -1.44101 -9.43444 1.41794
C: -1.65814 -7.91706 1.45592
C: -0.42663 -7.17682 1.16744
N: 0.52353 -6.57319 0.94202
H: 0.01509 -9.49917 -0.19578
H: -0.84498 -11.01066 0.06322
H: -1.66181 -9.66402 -0.73083
H: -0.72143 -9.71667 2.18778
H: -2.38442 -9.92137 1.66856
H: -2.02243 -7.61094 2.43692
H: -2.40224 -7.62524 0.71642

Energy: -158402.270 eV
Maximum force: 2.83 eV Å⁻¹
Lowest unoccupied orbital energy: -0.177 hartree
Total charge: +1
HOMO level: -11.83 eV
Orbital gap: 7.026 eV

Here are the Löwdin charges for atoms 1 to 2, given in e:
1. C 0.173
2. C -0.129

=====

Look up the total charge of the second one. +1

=====

What is the total charge in the first record? +2

=====

What is the total charge in the first record? +2

=====

The highest maximum force belongs to which entry? C39H49ClF21N6O3S3